Record 1
ORCA calculation (ωB97M-V/def2-TZVPD) on a molecular structure, C26H22F3N3O5S2 at a distorted geometry.

Geometry as XYZ:
```
61
Properties=species:S:1:pos:R:3
O 5.1969 1.1239 1.9261
N 4.3683 0.3822 2.4871
O 4.6845 -0.6615 3.1008
C 2.9866 0.7168 2.4394
C 2.0739 -0.1587 3.0499
C 0.7458 -0.0954 2.6571
C 0.3438 0.7789 1.6416
C -1.0281 0.7182 0.9986
C -1.9507 -0.4307 1.3373
N -3.2256 -0.0834 1.5501
C -3.6493 1.3225 1.5598
C -5.1525 1.2827 1.8493
C -5.6018 -0.1667 1.6364
C -4.3350 -1.0333 1.6274
C -1.4939 -1.8106 1.4838
C -0.5890 -2.4546 0.6170
C -0.2068 -3.7787 0.8603
C -0.7058 -4.4709 1.9665
C -1.5591 -3.8234 2.8655
C -1.9147 -2.4969 2.6485
C 1.2301 1.7592 1.1810
C 2.5504 1.7689 1.6023
H 2.4260 -0.9076 3.7498
H 0.0235 -0.7775 3.0911
H -1.4518 1.7274 1.0663
H -3.1067 1.8783 2.3394
H -3.4749 1.8009 0.5820
H -5.3096 1.5978 2.8848
H -5.6884 1.9806 1.2025
H -6.2718 -0.5066 2.4284
H -6.1316 -0.2828 0.6846
H -4.3269 -1.7589 0.7975
H -4.2713 -1.6130 2.5588
H -0.2046 -1.9643 -0.2808
H 0.4957 -4.2636 0.1788
H -0.3931 -5.5004 2.1552
H -1.9435 -4.3291 3.7549
H -2.5328 -1.9728 3.3832
H 0.8728 2.5179 0.4809
H 3.2755 2.4954 1.2510
F -3.0980 1.3188 -1.6034
C -1.7354 1.4902 -1.6389
F -1.3327 1.4606 -2.9142
F -1.4302 2.7049 -1.0984
S -1.0024 0.1486 -0.6752
N 1.2686 0.6170 -2.5720
C 1.3510 0.1070 -3.8470
O 0.4870 -0.5619 -4.4228
C 2.6671 0.5087 -4.4211
C 3.4761 1.0796 -3.4631
C 4.7399 1.5730 -3.7477
C 5.2141 1.4441 -5.0686
C 4.4001 0.8383 -6.0481
C 3.1282 0.3713 -5.7286
S 2.6190 1.1513 -1.8982
O 2.5394 2.5323 -1.4919
O 3.1720 0.2156 -0.9549
H 5.3147 2.0361 -2.9515
H 6.2102 1.8041 -5.3163
H 4.7891 0.7405 -7.0676
H 2.4678 -0.0903 -6.4649
```

Properties
HOMO energy in eV: -7.69
Molar mass in g mol⁻¹: 577.6
Total energy in Eh: -2640.22773
Frontier orbital gap in Eh: 0.2237


Record 2
ORCA calculation (ωB97M-V/def2-TZVPD) on a molecular structure, C5H7NO2 at a distorted geometry.

Geometry as XYZ:
```
15
Properties=species:S:1:pos:R:3
C 1.7679 0.7217 -0.0709
C 0.9758 -1.1611 -0.0713
C 0.3963 0.1910 -0.4966
C -2.0560 -0.1094 -0.0502
C -0.8055 0.6853 0.3043
N 2.1785 -0.5590 0.2776
O 2.3247 1.7706 -0.0124
O 0.6171 -2.2934 -0.0111
H 0.2051 0.2701 -1.5675
H -2.3114 0.0256 -1.0988
H -2.8970 0.2205 0.5541
H -1.8929 -1.1689 0.1306
H -0.5934 0.5849 1.3713
H -0.9553 1.7459 0.0913
H 3.0460 -0.9238 0.6494
```

Properties
Relative energy (zero: lowest compared OMol25 entry of this formula, charge and spin) in kcal/mol: 30.2
HOMO energy (alpha / beta) in eV: -4.75 / -9.60
Molar mass in g mol⁻¹: 113.1
Total energy in Eh: -399.77083
Frontier orbital gap (alpha / beta) in Eh: 0.2039 / 0.2146
2S+1: 3


Record 3
ORCA calculation (ωB97M-V/def2-TZVPD) on a molecular structure, C17H16N2O5PdS.

Geometry as XYZ:
```
42
Properties=species:S:1:pos:R:3
Pd -0.1540 0.2080 -0.0776
N 2.3534 -1.0726 1.0836
C 1.9504 -1.0025 2.4058
C 2.8640 -1.0043 3.4346
C 2.4626 -0.9632 4.7794
C 1.1418 -0.9574 5.1154
C 0.1677 -0.9447 4.0924
C -1.2145 -0.9813 4.3784
C -2.1224 -0.9755 3.3647
C -1.6554 -0.8531 2.0484
N -0.3760 -0.8024 1.7374
C 0.5615 -0.9058 2.7350
H 3.3208 -1.3266 0.9623
H 1.7412 -1.5636 0.4477
H 3.9195 -1.0658 3.1974
H 3.2203 -0.9664 5.5521
H 0.8215 -0.9655 6.1488
H -1.5338 -1.0164 5.4129
H -3.1863 -1.0104 3.5476
H -2.3564 -0.7414 1.2307
O -0.9489 3.7538 -1.0712
S -1.2412 2.3870 -0.7865
O -0.2652 1.4517 -1.5871
O -2.5948 1.9433 -0.9965
O -0.7478 1.9697 0.6220
C -1.0758 -1.2919 -3.0187
C 0.2839 -1.2083 -2.4036
O 0.4526 -1.5827 -1.2283
C 1.4125 -0.6762 -3.1868
C 1.3044 -0.4766 -4.5623
C 2.3720 0.0404 -5.2753
C 3.5446 0.3778 -4.6145
C 3.6541 0.1968 -3.2412
C 2.5943 -0.3321 -2.5296
H -1.8003 -1.5566 -2.2541
H -1.0800 -2.0537 -3.8022
H -1.3433 -0.3332 -3.4613
H 0.3875 -0.7240 -5.0798
H 2.2864 0.1917 -6.3428
H 4.3742 0.7961 -5.1698
H 4.5622 0.4836 -2.7277
H 2.6540 -0.4450 -1.4567
```

Properties
Relative energy (zero: lowest compared OMol25 entry of this formula, charge and spin) in kcal/mol: 18.4
HOMO energy in eV: -8.50
Molar mass in g mol⁻¹: 466.8
Total energy in Eh: -1669.21139
Frontier orbital gap in Eh: 0.2765


Record 4
ORCA calculation (ωB97M-V/def2-TZVPD) on 2 unconnected molecules or ions with the total composition C4H4FNO2 at a distorted geometry.

Geometry as XYZ:
```
12
Properties=species:S:1:pos:R:3
C 0.1383 0.5354 -0.2429
C -0.5444 0.9617 1.0028
C -0.9560 -0.6180 -0.3431
C 1.5111 -0.2314 -0.1159
H -0.7649 2.0652 1.1154
H 0.0704 0.4196 2.0092
H -1.7063 -1.2050 1.7457
H 1.9430 -0.5631 -1.1971
N -1.8201 0.0308 0.7101
O -0.6575 -1.6805 -0.9861
O 1.9076 -0.6675 0.9910
F 0.2561 1.5517 -1.1654
```

Properties
Relative energy (zero: lowest compared OMol25 entry of this formula, charge and spin) in kcal/mol: 119.7
HOMO energy in eV: -10.17
Molar mass in g mol⁻¹: 117.1
Total energy in Eh: -459.70796
Frontier orbital gap in Eh: 0.3243


Record 5
ORCA calculation (ωB97M-V/def2-TZVPD) on a molecular structure, C25H36Cl5GeN5OP2S2Sn.

Geometry as XYZ:
```
78
Properties=species:S:1:pos:R:3
Sn -0.3734 -0.7689 -0.3907
C 2.8094 0.1591 3.7698
P 2.2910 0.1342 1.9851
C 3.9389 -0.2456 1.2442
C 2.2170 1.9534 1.7378
C 3.3225 2.7617 1.4759
C 3.1877 4.1336 1.3497
C 1.9450 4.7281 1.4997
C 0.8341 3.9408 1.7492
C 0.9420 2.5556 1.8647
P -0.5211 1.4618 2.1645
C -0.9231 2.0259 3.8859
C -1.8210 2.4486 1.3032
H 3.6567 0.8293 3.9367
H 3.0778 -0.8603 4.0510
H 1.9586 0.4694 4.3756
H 4.7797 0.2462 1.7411
H 3.9141 0.0328 0.1902
H 4.0663 -1.3268 1.3036
H 4.3057 2.3212 1.3640
H 4.0587 4.7484 1.1508
H 1.8373 5.8025 1.3998
H -0.1350 4.4131 1.8587
H -0.9131 3.1154 3.9695
H -0.2239 1.5917 4.5990
H -1.9216 1.6482 4.1136
H -1.9485 3.4593 1.7010
H -2.7579 1.9011 1.4001
H -1.5729 2.4895 0.2430
Cl 6.3845 -4.8030 -2.9235
C 4.9687 -4.2699 -2.0800
C 4.3052 -3.1012 -2.4645
Cl 4.9319 -2.1862 -3.7931
C 3.1805 -2.6603 -1.7969
Cl 2.3748 -1.2150 -2.2752
C 2.6145 -3.3647 -0.6748
O 1.6039 -2.9773 -0.0525
C 3.3423 -4.5540 -0.3229
Cl 2.7379 -5.4494 1.0280
C 4.4641 -4.9928 -0.9993
Cl 5.2620 -6.4519 -0.5179
C -3.7919 -3.2410 -2.8483
C -3.0512 -2.4090 -1.8209
S -1.3021 -2.6562 -1.8521
C -3.6882 -1.5742 -0.9887
C -5.1832 -1.3646 -1.0266
S -2.8911 -0.5655 0.2140
H -3.0750 -3.8469 -3.3975
H -4.3206 -2.5989 -3.5586
H -4.5171 -3.9126 -2.3782
H -5.7116 -2.2189 -1.4559
H -5.4145 -0.4736 -1.6200
H -5.5528 -1.1932 -0.0148
N -1.0074 -3.8486 1.3305
N -1.2554 -2.8988 2.2830
N -2.3628 -2.8583 2.9866
C -2.0975 -1.8561 3.8184
N -0.8777 -1.3421 3.6310
N -0.3591 -2.0233 2.6352
H -0.1251 -3.6041 0.8651
H -1.7506 -3.8395 0.6374
H -2.8004 -1.4984 4.5492
C -3.3688 2.2263 -2.0391
Ge -1.4971 2.2228 -2.7055
C -1.6564 2.3550 -4.6997
C -0.7245 3.9875 -2.1634
C -0.3041 0.7592 -2.2013
H -4.0824 2.0622 -2.8491
H -3.6109 3.1765 -1.5584
H -3.5016 1.4342 -1.3043
H -2.2530 3.2219 -4.9953
H -2.1300 1.4587 -5.1034
H -0.6704 2.4488 -5.1580
H -1.4946 4.7619 -2.1681
H 0.0558 4.2773 -2.8699
H -0.2790 3.9493 -1.1682
H 0.6853 1.2232 -2.0841
H -0.2341 0.1150 -3.0853
```

Properties
HOMO energy in eV: -0.99
Molar mass in g mol⁻¹: 917.3
Total energy in Eh: -7394.54631
Frontier orbital gap in Eh: 0.1872
Charge: -2


Record 6
ORCA calculation (ωB97M-V/def2-TZVPD) on C2HN5O in the gas phase at a distorted geometry.

Geometry as XYZ:
```
9
Properties=species:S:1:pos:R:3
O -1.0625 1.7008 -1.3255
C -0.2751 0.9048 -1.0713
N 0.9676 1.0659 -0.2048
N 1.0870 0.4390 0.8511
C 0.0482 -0.3817 1.2622
N -0.4525 -1.3869 0.5209
N 0.0163 -1.4436 -0.8076
N -0.0747 -0.4413 -1.5726
H -0.2542 -0.4570 2.3475
```

Properties
Relative energy (zero: lowest compared OMol25 entry of this formula, charge and spin) in kcal/mol: 72.7
HOMO energy in eV: -9.85
Structure (SMILES): O=c1nncnnn1
Molar mass in g mol⁻¹: 111.1
Total energy in Eh: -425.66205
Frontier orbital gap in Eh: 0.3127


Q: Number 1 is which compound?
A: C26H22F3N3O5S2


Q: Number 6 is which compound?
A: C2HN5O


Q: Among the records above, which one has the lowest total energy?
A: C25H36Cl5GeN5OP2S2Sn


Q: Look up the total energy of the first one.
A: -2640.22773 Eh